C6H11NO | ωB97M-V with the def2-TZVPD basis set

- Kohn-Sham gap: 0.379 Ha
- Energy above the lowest of the compared OMol25 structures with the same formula, charge and spin: 67.2 kcal/mol
- Structure (SMILES): CC(C)=O.C=CN=C

Structure (XYZ):
```
19
Properties=species:S:1:pos:R:3:forces:R:3:mulliken_charge:R:1
C 2.111 2.097 -1.042 0.2902 -1.0269 -0.6875 -0.7488
H 1.703 2.836 -1.710 -0.1034 0.0205 -0.1647 0.3000
H 0.608 0.638 -1.333 0.1791 -0.1466 -0.7095 0.3201
O -1.331 -0.560 -1.028 0.0144 -0.0039 -0.0978 -0.5523
H 3.342 -0.269 -1.310 0.7359 -2.3969 2.2369 0.2894
H -3.775 -0.631 0.921 -0.0285 0.0423 0.0719 0.3361
H -2.922 -2.164 1.010 0.0093 -0.0424 0.0785 0.3115
C 1.616 0.851 -0.991 -1.7683 2.2015 2.0710 -0.2114
H -3.586 -1.625 -0.547 0.0013 -0.0063 -0.0141 0.3457
C -3.111 -1.299 0.375 -0.0183 -0.0661 -0.3140 -1.2622
H 3.284 -1.562 0.367 0.5312 0.1549 -0.1908 0.2892
C 2.971 -0.729 -0.254 0.5423 1.4281 -2.8257 -0.3638
H -0.061 -0.027 1.180 -0.0016 -0.0077 0.0080 0.2830
H 3.015 2.353 -0.515 0.0893 0.0966 0.2817 0.2814
H -1.473 -0.400 2.208 -0.0709 0.0252 0.0703 0.3407
C -1.143 0.044 1.272 0.2508 -0.0179 -0.1183 -0.8956
H -1.401 1.103 1.271 -0.0927 0.0697 0.0417 0.2530
C -1.803 -0.605 0.083 -0.2176 0.0018 0.3254 0.8901
N 1.958 -0.050 0.044 -0.3425 -0.3259 -0.0631 -0.2061
```
Positions in Å, forces in eV/Å.

C5H5N3 | ωB97M-V with the def2-TZVPD basis set

- Kohn-Sham gap: 0.332 Ha
- Energy above the lowest of the compared OMol25 structures with the same formula, charge and spin: 117.0 kcal/mol

Structure (XYZ):
```
13
Properties=species:S:1:pos:R:3:forces:R:3:mulliken_charge:R:1
H -2.159 1.660 -0.091 1.7627 -5.4822 -0.0909 0.3771
N 0.743 -1.602 -0.205 2.5516 -3.5055 0.0412 -0.4757
C -0.175 0.532 -0.072 2.5545 0.8386 0.7205 0.4559
H -2.064 -1.353 1.008 0.5265 2.1134 -0.7960 0.2033
N -1.560 0.514 -0.197 -0.7814 12.4433 -0.3010 -0.3304
C -0.224 -0.885 0.049 0.1606 2.7885 -1.1542 0.4789
C 2.164 0.211 -0.039 0.7967 5.0514 2.2447 -0.1557
N 1.976 -1.027 -0.100 0.4643 -2.9609 -0.4890 -0.3993
C 1.080 1.217 -0.050 -3.1111 -2.0126 -0.3008 -0.5715
H 0.988 2.299 -0.044 1.1831 -0.0703 -0.1198 0.3644
H -2.334 -1.347 -0.652 0.8648 0.2024 -0.3841 0.2358
H 3.236 0.564 0.353 -2.2509 -0.8023 -1.5193 0.2898
C -1.671 -0.784 0.039 -4.7215 -8.6038 2.1485 -0.4725
```
Positions in Å, forces in eV/Å.

C32H27N2OReSe | ωB97M-V with the def2-TZVPD basis set

- Kohn-Sham gap (spin up / spin down): 0.209 / 0.209 Ha
- Energy above the lowest of the compared OMol25 structures with the same formula, charge and spin: 0.0 kcal/mol
- Net charge: +2

Structure (XYZ):
```
64
Properties=species:S:1:pos:R:3:forces:R:3:mulliken_charge:R:1
H -1.053 4.567 -2.281 -0.6577 -0.9008 -0.3384 0.4412
H 3.825 0.599 0.413 -0.1294 -0.8118 0.5289 0.3740
C 1.262 5.712 1.253 -0.4061 0.2300 -0.0375 -0.4819
C 1.291 3.592 0.071 0.3187 0.0004 0.4110 -0.4302
C -2.961 1.802 -1.628 -0.2322 -0.2828 -0.5819 -0.2165
H -2.973 -1.568 4.609 0.0898 -0.1961 -0.2166 0.4690
H 0.526 -4.632 -5.349 0.0572 0.0636 0.8096 0.3615
H 1.726 6.439 1.940 -0.0007 -0.3951 -0.7465 0.4255
C 2.837 -2.371 1.871 -0.7135 0.2339 -0.1607 -0.0752
C -3.118 -3.275 3.259 1.1140 0.3663 -0.4701 -0.3420
H -2.797 4.863 -4.035 0.0244 -0.3481 0.4053 0.4008
C -1.867 2.668 -1.617 0.2854 -0.1519 0.9214 0.7254
C 1.357 -3.460 -1.734 -0.0340 0.7440 0.8341 0.0846
C 1.945 4.638 0.700 1.8393 -0.4091 0.7729 -0.5388
H 1.813 2.688 -0.220 0.1456 0.1969 -0.1288 0.4313
C 0.737 -4.328 -4.308 -0.2971 0.0790 -0.2804 -0.6015
C -0.740 2.464 -0.694 0.2601 -1.1154 0.0120 0.1359
H 5.988 -0.154 1.334 -0.7522 -0.2897 -0.0155 0.3852
H -0.485 0.198 3.640 -0.8519 -0.3124 0.2093 0.3031
H -2.287 0.633 3.808 0.7881 -0.1392 -0.3025 0.4585
C -0.771 4.816 0.281 -0.1361 0.3719 0.0580 -0.2378
H -1.843 4.938 0.080 0.4826 -0.2157 0.1343 0.5157
C -1.993 -2.895 1.150 0.1103 1.2150 0.8239 -0.0573
C -2.841 4.009 -3.348 -0.6586 0.4554 -0.5901 -0.8675
H -0.750 1.752 2.140 -0.3700 -0.4118 -0.1154 0.2772
H 1.972 -3.038 2.063 0.5061 0.6407 -0.2404 0.3610
C -1.939 -1.200 2.798 0.7799 -0.4310 -1.1827 0.7035
C 4.085 -2.802 2.321 -0.2616 0.3403 -0.5845 -0.7500
C 0.266 -2.942 -2.392 -0.6823 -0.5487 -1.1478 0.7197
H 3.046 4.538 0.866 -1.1023 0.1979 -0.1628 0.3320
O -1.327 0.985 1.946 0.2076 -1.1696 0.5931 -0.5603
H 2.495 -5.572 -4.134 -0.3279 0.5890 0.3160 0.3676
H -3.657 -3.929 3.969 0.2393 0.5744 -0.6530 0.4259
H 3.034 -4.803 -1.843 -0.4431 0.1599 -0.1331 0.3873
Re -0.326 -0.440 0.291 2.4508 1.7214 -1.0360 0.7250
C 1.436 -0.755 0.650 -5.1089 -0.5107 -0.4215 -0.3911
C 2.649 -1.117 1.164 3.9420 -1.1868 0.9157 1.0257
C 1.861 -4.817 -3.639 0.0058 -0.5676 -0.6321 -0.4774
H -4.812 1.323 -2.665 0.5617 0.5442 0.3698 0.3761
H 1.572 -3.059 -0.746 0.2216 -0.2521 -0.1215 0.0616
H -4.668 3.246 -4.211 0.1977 -0.0242 0.3906 0.4085
C -1.495 0.178 3.172 0.3440 1.1542 0.1112 -0.6813
C -0.078 3.650 -0.114 -0.5406 0.0325 0.4109 0.7202
N -0.311 1.238 -0.445 -0.9907 1.7801 -0.2574 -0.0067
H 6.205 -2.342 2.434 -0.0561 -0.0677 -0.0724 0.4232
C -3.911 3.121 -3.433 0.2626 -0.3856 0.0866 -0.4620
C -0.107 -3.418 -3.668 0.7171 -0.1846 0.3882 -0.6376
H -0.631 6.719 1.297 -0.1402 -0.0640 0.0145 0.4179
H -1.034 -3.092 -4.120 0.1159 0.1556 -0.2217 0.3635
C 5.231 -2.024 2.085 -0.9779 0.4383 0.2739 -0.3450
N -1.538 -1.663 1.576 -0.5557 -0.7708 0.3181 -0.0261
H 4.127 -3.774 2.805 0.1968 0.2247 -0.0139 0.3986
H -1.766 -3.108 0.121 0.1511 -0.3934 0.0362 0.2744
C -2.677 -1.985 3.646 -1.1225 -0.8975 0.3895 -0.7562
H -3.043 -4.692 1.575 -0.0153 0.3576 0.1905 0.4424
C 5.081 -0.769 1.473 0.7800 -0.4171 -0.0758 -0.6823
C -3.972 2.034 -2.546 -0.7689 -0.3533 -0.6686 -0.8211
C -0.098 5.841 0.961 -0.1566 -0.7304 -0.1786 -0.7546
H -3.051 0.950 -0.953 0.2398 0.1959 -0.1081 0.2705
Se -0.837 -1.510 -1.823 0.4424 0.3932 1.0072 -0.0999
C 2.147 -4.405 -2.348 0.7736 -0.4088 0.0501 -0.5456
C 3.858 -0.359 0.979 -0.8102 0.8679 -0.5326 -0.1863
C -2.750 -3.713 1.960 -0.3868 -0.0536 0.8528 -0.6665
C -1.862 3.809 -2.405 1.0360 1.0730 -0.2065 -0.2949
```
Positions in Å, forces in eV/Å.

C23H63ClO16S | ωB97M-V with the def2-TZVPD basis set

- Kohn-Sham gap: 0.376 Ha

Structure (XYZ):
```
104
Properties=species:S:1:pos:R:3:forces:R:3:mulliken_charge:R:1
H -1.519 5.242 2.983 -0.0205 0.0167 -0.0088 0.2558
H -5.235 -4.691 -2.883 -0.0122 0.0070 0.0103 0.2319
C -0.027 6.330 1.863 -0.0027 -0.0704 -0.0130 -0.1515
H 11.154 0.182 -4.812 -0.0149 -0.0169 -0.0417 0.2724
H -2.324 -5.156 -5.463 -0.0222 -0.0370 0.0527 0.2824
C 3.098 -1.156 1.141 0.1080 0.1436 0.1815 -1.3144
H -3.175 1.439 4.524 0.0093 -0.0162 0.0355 0.2610
C 6.372 0.845 -3.870 -0.1157 -0.1372 -0.0119 -0.8204
C 3.576 0.181 0.567 -0.0838 -0.0031 -0.0223 1.0257
C 10.422 -0.421 -4.265 0.0322 0.0192 0.0383 -0.2254
C -4.119 -6.376 -2.134 0.0865 0.0141 -0.0679 -0.6881
O -3.634 -4.168 2.679 -0.0338 -0.0285 0.0061 -0.5546
O -5.162 -6.090 -4.327 0.0296 0.0438 0.0219 -0.5323
H -0.281 5.411 -5.563 -0.0291 0.0134 -0.0040 0.3338
H 5.560 0.150 -4.091 -0.0377 0.0465 0.0281 0.3013
O -4.437 3.367 8.707 0.0321 -0.0355 0.0045 -0.5117
H 5.363 1.793 -2.205 -0.0044 -0.0130 0.0313 0.2564
H -4.391 -0.719 4.934 -0.0419 -0.0018 0.0365 0.2348
O -0.039 2.382 1.982 0.0841 -0.0267 0.2107 -0.4990
H -1.606 4.629 -6.432 -0.0104 0.0040 0.0059 0.3390
H 7.115 2.012 -2.223 -0.0435 0.0505 -0.0077 0.2257
H -5.314 -4.928 1.857 0.0197 -0.0225 0.0466 0.3565
C -4.606 -3.306 0.622 0.1098 0.0243 -0.0229 -0.7667
O 6.404 0.198 -1.525 -0.0225 0.0417 0.0888 -0.5317
C -4.845 0.081 4.337 0.0770 -0.0191 -0.0510 -0.2639
C -1.257 -3.689 -4.295 -0.0794 0.0070 -0.0226 -0.0867
O 9.561 0.431 -3.510 0.0923 -0.0533 0.1176 -0.4597
H -6.221 -6.114 -2.544 -0.0057 0.0428 0.0236 0.2978
H 4.338 0.000 -0.196 -0.1178 -0.0531 -0.0713 -0.1866
H 2.943 1.723 -0.803 -0.0228 0.0417 0.0617 0.2224
H 5.099 0.960 1.519 -0.0374 -0.0006 -0.0147 0.3523
H -1.525 6.985 3.282 -0.0060 0.0031 -0.0049 0.3600
H 0.454 4.211 -3.496 0.0115 0.0005 0.0064 0.2643
H -3.745 -0.202 2.760 0.0135 -0.0658 -0.0810 0.2368
H -5.918 0.068 4.525 -0.0059 -0.0095 0.0139 0.3454
O 0.298 0.142 1.610 -0.0987 -0.1690 0.0811 -0.2184
C -4.249 1.422 4.723 -0.0297 0.0390 -0.0487 -0.8037
H -4.128 -2.334 0.760 -0.0648 0.0363 -0.0459 0.2295
H -0.577 -5.149 -5.729 0.0239 0.0054 0.0281 0.3167
O 0.846 5.236 1.621 -0.0904 0.0235 0.0239 -0.4724
O -1.653 0.692 0.387 0.0049 0.2661 -0.2026 -0.3048
C 6.310 1.300 -2.428 0.0803 -0.0142 -0.0186 -0.0817
H -3.203 -3.313 2.791 0.0269 0.0038 -0.0275 0.3160
H -0.289 -3.567 -3.809 0.0016 0.0100 0.0086 0.2713
H 11.760 -0.960 -2.657 0.0259 -0.0044 -0.0204 0.3250
H 10.099 0.897 -2.862 0.0005 0.0255 -0.0081 0.2669
H -5.192 -7.047 -4.421 0.0053 -0.0072 -0.0162 0.3038
C -1.087 3.671 -4.566 0.0167 0.0493 0.0361 -0.1867
H -3.937 -3.924 0.019 -0.0054 -0.0134 0.0116 0.1865
C 2.486 1.001 -0.127 0.1643 -0.0670 -0.0192 -0.3982
H -5.482 0.852 8.477 -0.0147 -0.0254 0.0309 0.2918
H 10.396 -2.061 -2.867 0.0033 -0.0139 -0.0170 0.2742
Cl -1.042 3.019 -0.685 -0.2310 0.1647 0.1315 -0.1359
C -4.528 0.943 9.003 0.0312 0.0327 -0.0904 -0.9358
C 0.434 1.488 1.064 -0.2101 0.5952 -0.1718 0.1335
H -4.471 0.145 9.744 -0.0116 0.0043 0.0126 0.3678
C -0.882 6.122 3.100 0.0392 -0.0510 0.0166 -0.9760
H -4.708 2.223 4.142 -0.0179 -0.0048 0.0096 0.2841
H 11.753 -2.102 -4.004 0.0073 0.0051 -0.0086 0.3401
H -4.125 -7.467 -2.196 -0.0398 -0.0005 0.0259 0.4030
C -4.405 2.306 9.657 -0.0747 0.0212 -0.0335 -0.2464
H -5.279 3.330 8.244 -0.0052 0.0161 -0.0090 0.2883
H 0.303 4.448 1.493 0.0788 -0.0221 -0.0379 0.2715
H 2.186 -1.516 0.667 0.0571 -0.0580 -0.0804 0.1562
H -1.832 4.223 -3.981 -0.0313 -0.0298 -0.0127 0.2185
H 7.243 -0.242 -1.700 -0.0054 -0.0252 -0.0219 0.2856
O -1.846 -1.029 2.100 -0.0313 0.2210 0.1381 -0.5469
H -3.161 -6.027 -2.521 0.0008 0.0180 0.0259 0.0359
H 0.616 7.202 1.983 -0.0103 0.0181 -0.0097 0.2849
H 9.779 -0.909 -4.997 0.0000 0.0106 -0.0152 0.2858
H -1.517 2.704 -4.824 -0.0111 -0.0040 0.0074 0.2933
O 1.721 1.789 0.803 0.0753 -0.2992 -0.0241 -0.5398
O 0.049 3.379 -3.758 0.0495 -0.0257 -0.0700 -0.4427
H 0.003 3.887 -6.410 -0.0158 -0.0061 -0.0098 0.2671
H 2.906 -1.028 2.207 -0.1161 -0.0158 -0.0428 0.3293
C -5.256 -5.779 -2.939 -0.0169 -0.0767 -0.0225 -0.2385
H -0.143 0.908 -0.982 0.1578 0.1204 -0.0377 0.2914
H 0.633 2.448 2.679 -0.0500 0.0963 -0.0273 0.4076
C -0.544 1.463 -0.138 -0.0033 -0.4026 0.0876 0.3575
H -0.666 6.505 0.989 0.0067 0.0448 -0.0014 0.2038
H -0.250 5.968 3.975 -0.0030 0.0214 0.0054 0.2558
H 7.320 0.336 -4.035 -0.0137 0.0707 -0.1269 0.0314
H -5.197 2.445 10.401 0.0289 -0.0162 0.0346 0.2563
C 11.124 -1.448 -3.399 -0.0657 0.0140 0.0551 -1.0609
C -4.850 -3.948 1.973 0.0527 0.1054 -0.0003 -0.3507
O -1.360 -2.611 -5.220 0.0215 -0.0231 0.0128 -0.5329
C -1.355 -5.042 -4.972 -0.0045 0.0394 -0.0792 -1.0085
O -4.690 -0.199 2.952 0.0198 0.0061 0.0539 -0.4357
S -0.999 -0.583 1.053 0.3607 -0.6890 -0.1137 1.2579
H 3.875 -1.913 1.036 -0.0315 0.0066 0.0060 0.4100
H -4.192 -6.095 -1.083 -0.0182 -0.0159 0.0060 0.1853
H -4.401 1.627 5.784 0.0276 0.0025 0.0083 0.1608
H 1.847 0.337 -0.712 -0.0315 -0.0103 0.0223 0.2909
C -0.723 4.445 -5.819 0.0739 -0.0277 0.0096 -1.0779
H -5.520 -3.322 2.571 -0.0512 -0.0186 -0.0338 0.2248
H -5.537 -3.157 0.072 -0.0240 0.0156 0.0380 0.3722
H -2.030 -3.594 -3.523 0.0347 -0.0163 0.0383 0.1730
O -0.560 -1.504 0.061 -0.1968 0.1170 0.0048 -0.6112
H -3.448 2.401 10.168 0.0014 0.0077 0.0097 0.2769
H -3.729 0.801 8.274 0.0111 -0.0153 0.0188 0.2123
O 4.141 0.995 1.594 0.1690 0.0145 -0.0664 -0.5689
H 6.302 1.692 -4.554 0.0350 0.0080 0.0078 0.3247
H -1.249 -5.849 -4.245 -0.0004 -0.0058 0.0024 0.2952
H -2.214 -2.679 -5.658 -0.0029 0.0080 -0.0143 0.2965
```
Positions in Å, forces in eV/Å.

no.,E_tot (Eh)
1,-365.1243
2,-357.5862
3,-3899.4497
4,-2976.2246